1.
2 unconnected molecules or ions with the total composition C16H32BrFN2O5S, computed with ωB97M-V/def2-TZVPD.

Summary:
Net charge: 0
Strongest force on any atom (eV/Å): 1.64
Electronic energy (eV): -113919.527
E_HOMO (eV): -8.23

Geometry (Å):
Br  -6.289  4.474  -0.768
S  -1.552  1.638  -4.065
F  1.861  3.834  -2.795
O  -2.989  1.435  -3.329
O  -0.640  -2.247  -0.789
O  -1.863  2.066  -5.375
O  -0.831  -0.411  -1.882
O  -1.022  2.990  -3.277
N  -0.217  -1.163  -0.830
N  2.810  -3.466  2.803
C  -4.889  3.857  -1.980
C  -0.744  1.913  -1.072
C  3.182  -3.343  1.406
C  -2.944  0.841  -2.024
C  -0.064  2.546  -2.269
C  2.312  -2.358  0.641
C  1.210  3.955  -0.502
C  1.420  -3.805  3.054
C  3.790  -4.185  3.599
C  0.773  3.779  -1.942
C  0.871  -5.102  2.446
C  -3.923  1.633  -1.157
C  -1.597  0.671  -1.327
C  4.036  -5.665  3.282
C  0.168  4.709  0.350
C  -3.767  3.157  -1.234
H  2.697  -2.237  -0.373
H  4.215  -2.985  1.363
H  -5.313  3.223  -2.743
H  2.315  -1.378  1.122
H  3.225  -6.299  3.639
H  1.175  -5.980  3.014
H  0.803  -2.976  2.696
H  -0.701  4.954  -0.246
H  -1.874  0.335  -0.333
H  2.085  4.592  -0.541
H  3.518  -4.088  4.654
H  1.287  -2.703  0.560
H  -0.126  4.110  1.200
H  0.052  1.590  -0.414
H  0.156  4.637  -2.192
H  -0.220  -5.078  2.455
H  -1.302  2.638  -0.500
H  4.743  -3.654  3.500
H  -4.498  4.747  -2.440
H  0.594  1.820  -2.736
H  -3.941  1.249  -0.146
H  -3.375  -0.151  -2.107
H  4.946  -6.000  3.784
H  -2.839  3.456  -1.697
H  1.259  -3.818  4.135
H  -3.720  3.541  -0.222
H  0.574  5.647  0.699
H  4.169  -5.842  2.215
H  3.168  -4.310  0.879
H  1.185  -5.238  1.410
H  1.537  3.042  -0.024
H  -4.896  1.401  -1.575

Forces on the atoms, in the same order (eV/Å):
-0.093 -0.210 -0.172
0.732 -0.417 0.778
0.264 -0.285 -0.138
0.285 0.164 -0.026
0.318 0.374 -0.387
-0.671 0.570 -1.385
-0.435 -0.066 -0.870
-0.063 -0.848 0.213
-0.331 -0.303 0.601
0.068 0.010 0.174
0.442 0.122 0.269
0.411 -0.150 -0.222
-0.036 0.027 -0.166
-0.340 -0.186 0.498
0.005 0.480 -0.094
0.147 -0.025 0.022
0.255 0.641 0.103
-0.258 0.091 -0.075
0.208 0.004 0.082
-0.565 0.193 0.313
-0.078 -0.030 0.100
-0.185 0.331 -0.718
0.391 0.373 0.520
0.010 -0.050 0.104
0.294 -0.431 -0.292
-0.158 -0.151 0.576
0.002 -0.009 0.000
0.035 -0.081 0.123
-0.319 -0.071 -0.090
-0.022 -0.020 0.045
-0.033 -0.005 -0.066
0.065 -0.028 -0.069
0.060 0.005 -0.058
-0.406 -0.002 -0.025
-0.349 -0.031 0.246
0.343 0.024 -0.171
-0.109 0.007 -0.026
-0.034 -0.044 0.040
-0.265 -0.006 0.279
0.232 -0.172 0.207
-0.093 0.231 -0.138
0.005 0.016 -0.002
-0.370 0.243 0.070
-0.033 0.039 -0.096
-0.082 0.380 -0.210
0.209 -0.231 -0.035
0.184 -0.056 0.271
0.168 -0.363 -0.212
0.004 0.023 0.000
0.244 -0.101 -0.324
0.143 -0.041 0.024
0.012 0.254 0.207
0.084 0.183 0.217
-0.015 0.021 -0.012
0.012 0.018 -0.041
0.018 0.024 -0.004
0.010 -0.317 -0.006
-0.316 -0.118 0.047


2.
A molecular structure, C23H28N3O4RuSSi, computed with ωB97M-V/def2-TZVPD.

Summary:
Net charge: 0
Spin multiplicity: 2
Strongest force on any atom (eV/Å): 3.43
Electronic energy (eV): -58258.286
Relative energy (zero: lowest compared OMol25 entry of this formula, charge and spin) (eV): 3.871
E_HOMO (spin up / spin down) (eV): -7.15 / -7.17

Geometry (Å):
Ru  0.075  -0.401  0.626
S  -1.317  -1.891  2.313
Si  -0.560  -2.755  -1.466
O  0.321  1.635  1.461
O  1.732  0.866  -0.988
O  -2.216  0.159  0.416
O  0.866  3.467  2.571
N  -3.128  -0.257  1.231
N  0.043  -1.130  -1.455
N  1.746  -0.897  2.472
C  -4.342  0.321  1.162
C  3.231  4.475  0.401
C  3.462  2.110  0.073
C  -0.178  -3.706  -3.081
C  0.529  -3.555  -0.095
C  1.595  1.599  -3.301
C  1.510  3.259  -0.756
C  -5.227  -1.216  2.755
C  -0.230  -0.445  -3.770
C  -3.972  -1.764  2.868
C  0.941  2.272  2.351
C  3.951  3.305  0.574
C  0.306  -0.304  -2.472
C  1.060  1.414  -4.567
C  -2.897  -1.266  2.121
C  2.238  2.087  -0.583
C  1.209  0.779  -2.254
C  1.486  0.037  3.573
C  1.938  1.450  3.234
C  -5.405  -0.128  1.901
C  0.131  0.405  -4.789
C  2.017  4.446  -0.268
C  -2.443  -2.821  -1.082
H  1.378  2.054  -5.376
H  -2.967  -3.567  -1.672
H  2.732  -0.861  2.218
H  1.524  -1.843  2.780
H  2.324  2.380  -3.128
H  -0.025  -4.761  -2.877
H  4.891  3.317  1.107
H  -2.619  -3.056  -0.036
H  0.726  -3.322  -3.546
H  -0.047  -4.176  0.583
H  2.007  -0.290  4.487
H  3.604  5.402  0.810
H  -6.058  -1.615  3.314
H  -4.400  1.152  0.477
H  -6.359  0.362  1.810
H  0.997  -2.758  0.502
H  2.876  1.426  2.674
H  4.013  1.187  0.190
H  -0.982  -3.638  -3.806
H  -2.898  -1.855  -1.282
H  1.329  -4.159  -0.511
H  -0.297  0.276  -5.774
H  -3.776  -2.596  3.525
H  0.409  0.020  3.783
H  1.452  5.355  -0.400
H  -0.943  -1.236  -3.942
H  0.538  3.216  -1.227
H  2.098  2.032  4.140

Forces on the atoms, in the same order (eV/Å):
-0.671 0.634 0.753
1.513 0.845 -1.405
0.000 -0.647 0.209
-1.886 -2.099 -1.745
-0.304 -0.343 0.932
1.724 0.519 -0.986
-0.196 0.150 -0.223
-0.153 -0.859 0.880
-0.768 -1.244 3.100
-0.501 -0.144 -1.119
-0.396 0.264 -0.126
0.098 0.001 0.040
-0.348 -0.341 -0.290
-0.195 0.539 0.477
-0.515 0.319 -0.198
0.144 -0.113 0.297
-0.015 -0.297 0.065
0.070 0.128 -0.134
0.046 0.016 0.705
0.018 0.115 -0.151
1.662 0.147 1.973
-0.020 0.127 0.003
0.673 1.857 -0.751
-0.187 -0.137 -0.131
-0.303 0.338 -0.140
0.346 0.738 0.318
-0.668 -0.663 -1.465
-0.022 0.495 0.497
-0.617 0.259 -0.349
0.118 -0.194 0.129
0.404 0.277 -0.246
0.059 0.006 -0.084
0.751 -0.045 -0.090
-0.032 0.085 -0.034
0.003 -0.191 -0.184
-0.182 -0.080 -0.040
0.137 0.105 -0.232
-0.016 0.012 -0.011
0.022 -0.196 0.189
0.050 0.009 0.000
0.025 -0.030 0.189
0.172 0.069 -0.060
-0.114 -0.165 0.177
-0.122 -0.055 -0.247
0.025 0.085 0.005
-0.014 -0.016 0.087
0.086 -0.033 -0.073
-0.071 0.080 -0.073
-0.027 -0.267 -0.096
0.131 -0.025 0.098
0.039 -0.091 -0.001
-0.172 0.085 -0.156
0.020 0.193 -0.069
0.146 -0.056 -0.199
-0.027 -0.023 -0.039
0.023 -0.058 0.080
0.199 -0.035 -0.039
-0.092 0.077 0.061
-0.131 -0.085 -0.031
0.008 0.033 -0.028
0.048 -0.073 -0.020


3.
2 unconnected molecules or ions with the total composition C27H22F, computed with ωB97M-V/def2-TZVPD.

Summary:
Net charge: +1
Strongest force on any atom (eV/Å): 2.76
Electronic energy (eV): -31064.136
Relative energy (zero: lowest compared OMol25 entry of this formula, charge and spin) (eV): 2.045
E_HOMO (eV): -11.55

Geometry (Å):
F  3.145  2.288  4.107
C  -1.609  -0.187  3.588
C  -1.591  1.186  3.833
C  -2.996  -2.011  0.433
C  3.731  -0.038  4.057
C  -0.378  -0.987  3.242
C  1.040  -0.590  3.526
C  0.327  -4.586  -0.349
C  -2.782  1.847  4.156
C  -1.061  -5.231  -0.355
C  -2.830  -0.901  3.564
C  1.475  0.746  3.444
C  -0.721  -3.021  1.086
C  1.966  -1.654  3.602
C  2.692  -4.513  -0.926
C  -3.406  -4.372  -1.013
C  -4.225  -2.229  -0.185
C  1.431  -5.127  -1.001
C  3.318  -1.377  3.840
C  -2.192  -4.200  -0.351
C  0.484  -3.375  0.377
C  -4.425  -3.409  -0.925
C  -1.980  -3.004  0.383
C  2.855  -3.314  -0.207
C  -4.034  -0.251  3.856
C  -3.992  1.127  4.168
C  2.790  0.982  3.871
C  1.750  -2.731  0.412
H  -4.910  1.637  4.465
H  -5.028  -1.485  -0.105
H  0.841  1.536  3.031
H  -2.719  2.915  4.388
H  -2.820  -1.982  3.329
H  -0.768  -3.370  2.133
H  -1.166  -5.919  0.519
H  -3.552  -5.258  -1.626
H  3.542  -4.937  -1.468
H  3.842  -2.840  -0.142
H  -0.506  -2.013  3.601
H  -0.647  1.717  3.812
H  -1.156  -5.841  -1.257
H  1.612  -2.673  3.346
H  4.745  0.229  4.336
H  -0.484  -1.157  2.214
H  -4.981  -0.809  3.853
H  1.302  -6.029  -1.596
H  1.877  -1.788  0.945
H  -5.362  -3.547  -1.473
H  -2.839  -1.084  0.983
H  4.043  -2.194  3.836

Forces on the atoms, in the same order (eV/Å):
-0.075 -1.248 -0.486
-0.294 -0.151 0.049
-0.502 -0.386 0.204
-0.139 -0.387 0.581
-0.901 -0.145 -0.174
-0.199 -0.368 1.555
0.215 0.206 -1.117
-0.812 0.387 -0.174
-0.174 -0.537 -0.198
-0.021 -0.015 -0.368
-0.015 0.361 0.268
0.625 -0.811 0.578
-0.240 -1.654 0.093
0.333 0.578 0.144
-0.445 0.202 0.059
-0.402 0.339 0.149
0.315 -0.350 -0.201
0.500 0.187 0.118
-0.308 0.562 -0.130
0.844 0.175 -0.209
0.955 0.085 -0.441
0.502 0.065 0.062
-0.870 0.382 -0.392
-0.426 -0.216 -0.166
0.572 0.427 -0.020
0.195 0.021 0.137
0.120 0.377 -0.025
0.011 -0.406 0.559
0.237 -0.136 -0.201
0.514 -0.297 -0.109
0.561 -0.259 0.586
-0.346 -0.458 -0.056
-0.045 0.676 0.250
0.218 1.561 0.047
0.056 0.421 -0.533
-0.011 0.081 0.188
-0.347 0.072 0.267
-0.569 -0.135 -0.099
-0.044 0.244 0.560
-0.563 0.037 0.249
0.001 -0.076 0.175
0.354 0.634 0.638
-0.111 -0.111 -0.046
0.058 -0.156 -2.750
0.489 0.378 0.059
0.047 0.114 0.185
-0.159 -0.270 -0.137
0.363 -0.059 0.268
0.091 -0.285 -0.163
-0.154 0.340 0.166


4.
4 unconnected molecules or ions with the total composition C3H14O4, computed with ωB97M-V/def2-TZVPD.

Summary:
Net charge: 0
SMILES string: CCCO.O.O.O
Strongest force on any atom (eV/Å): 2.19
Electronic energy (eV): -11527.475
Relative energy (zero: lowest compared OMol25 entry of this formula, charge and spin) (eV): 1.133
E_HOMO (eV): -10.47

Geometry (Å):
O  0.200  2.893  0.933
O  -1.439  0.364  3.712
O  0.569  0.319  -3.166
O  4.098  -0.737  3.010
C  -0.650  -0.551  -1.289
C  -1.931  -1.259  -0.865
C  -0.524  -0.529  -2.811
H  0.200  -1.066  -0.882
H  -1.442  -0.223  -3.297
H  -2.220  -1.082  0.154
H  4.147  -0.728  3.966
H  -0.714  0.908  3.387
H  -0.247  -1.533  -3.064
H  -1.765  -2.332  -1.018
H  0.953  0.012  -3.949
H  0.519  2.183  0.366
H  -2.766  -1.061  -1.530
H  0.623  3.662  0.537
H  5.025  -0.717  2.741
H  -0.533  0.470  -0.908
H  -2.103  1.006  3.975

Forces on the atoms, in the same order (eV/Å):
0.194 -0.033 -0.227
0.100 0.026 -0.016
-0.943 0.899 1.763
0.323 0.012 -0.223
-0.377 0.775 -0.273
0.386 -0.704 -0.723
1.015 0.114 0.952
0.468 -0.372 0.133
-0.254 0.087 -0.127
-0.074 0.074 0.441
-0.133 -0.004 0.299
0.051 -0.033 -0.076
-0.272 -0.751 -0.639
-0.052 0.002 0.358
0.809 -0.655 -1.772
-0.110 -0.192 0.098
-0.200 0.514 0.016
-0.088 0.178 0.154
-0.194 -0.006 -0.082
-0.512 0.035 -0.092
-0.136 0.033 0.036


5.
A single C3H3NOS3 molecule, computed with ωB97M-V/def2-TZVPD.

Summary:
Net charge: 0
SMILES string: S=c1on(S)cc1S
Strongest force on any atom (eV/Å): 8.44
Electronic energy (eV): -39198.105
Relative energy (zero: lowest compared OMol25 entry of this formula, charge and spin) (eV): 4.336
E_HOMO (eV): -8.79

Geometry (Å):
S  -2.293  -1.341  -0.185
S  2.840  -0.217  -0.470
S  -1.498  1.936  -0.129
O  0.749  0.921  0.333
N  1.513  -0.273  0.748
C  -0.467  0.731  0.215
C  -0.639  -0.741  0.114
C  0.485  -1.235  0.321
H  0.557  -2.370  0.530
H  -1.940  -2.606  -0.098
H  3.734  0.932  0.317

Forces on the atoms, in the same order (eV/Å):
0.927 0.737 0.134
1.658 2.102 2.542
-0.611 0.124 0.261
5.469 2.252 2.122
-1.022 -0.113 -2.607
-4.139 -1.124 -1.940
-6.524 3.297 -0.868
5.497 -5.847 2.626
0.828 2.093 -0.573
0.090 -0.724 0.034
-2.172 -2.795 -1.731


6.
A molecular structure, C3H5KNO8, computed with ωB97M-V/def2-TZVPD.

Summary:
Net charge: -1
Strongest force on any atom (eV/Å): 3.78
Electronic energy (eV): -37387.764
Relative energy (zero: lowest compared OMol25 entry of this formula, charge and spin) (eV): 0.000
E_HOMO (eV): -4.84

Geometry (Å):
K  -1.991  0.465  1.414
O  0.437  1.394  1.961
O  -0.186  -0.795  -0.536
O  2.330  0.962  3.076
O  0.404  -2.709  -1.317
O  -2.475  1.439  -1.269
O  -1.450  1.750  -3.230
O  2.429  2.010  1.101
O  -3.307  0.481  -3.148
N  0.527  -1.764  -0.567
C  -2.347  1.262  -2.521
C  1.820  1.479  2.043
C  1.613  -1.828  0.430
H  0.302  0.992  2.837
H  2.258  -0.961  0.266
H  1.183  -1.731  1.424
H  2.275  -2.687  0.390
H  -3.821  0.240  -2.353

Forces on the atoms, in the same order (eV/Å):
0.325 0.502 -1.303
-1.358 -0.384 0.673
-0.542 0.396 0.112
-1.200 -0.095 -0.010
-0.070 -0.078 -0.300
-0.854 -0.881 0.552
-1.128 -0.758 0.198
-1.210 -0.275 0.320
-0.454 -0.245 1.073
0.448 -1.061 0.208
2.344 1.720 -0.410
3.720 0.308 -0.616
1.141 0.916 0.653
-0.039 0.135 -0.003
-0.324 0.222 0.087
-0.093 0.094 -0.069
-0.610 -0.409 -0.488
-0.094 -0.107 -0.677


Question: Look up the net charge of the sixth one.
Answer: -1


Question: Which of these has the highest electronic energy?
Answer: C3H14O4


Question: Among the records above, which one has the lowest net charge?
Answer: C3H5KNO8


Question: The highest strongest force on any atom belongs to which entry?
Answer: C3H3NOS3